A cluster of 3 separate species, C22H44O7S2 in total in a non-equilibrium geometry. Source: the OMol25 dataset; level of theory: wB97M-V/def2-TZVPD.

Values from the calculation:
* HOMO energy: -9.85 eV
* SMILES: CCCCCCCCCCCCCOC(=O)O.O=S1(=O)CCCC1.O=S1(=O)CCCC1
* F_max: 9.6 eV/Å
* calculated total energy: -59522.573 eV

```
! wB97M-V def2-TZVPD RIJCOSX def2/J DEFGRID3
* xyz 0 1
C -4.4478 0.0739 -0.2638
C -2.8933 -0.4854 -0.1488
C -2.8343 -2.1155 -0.3125
C -1.3475 -2.7300 -0.6310
C -0.0936 -1.8698 -0.0180
C 1.4014 -2.4637 -0.4755
C 2.0100 -1.4063 -1.6188
C 2.5377 -0.0695 -0.8277
C 3.3914 0.9897 -1.7414
C 2.8844 1.1457 -3.2916
C 1.6292 2.2364 -3.4736
C 0.2099 1.4159 -3.5920
C -0.7678 1.9321 -4.8226
O -2.0949 1.2337 -4.8096
C -1.9371 -0.1900 -5.1496
O -2.0049 -0.6954 -6.4113
O -1.6829 -1.2049 -4.0758
H -5.0885 -0.1429 0.6981
H -4.4929 1.2510 -0.4510
H -4.9849 -0.4429 -1.1850
H -2.2844 0.0501 -1.0230
H -2.3973 -0.1279 0.8763
H -3.5255 -2.3822 -1.2465
H -3.2843 -2.6051 0.6574
H -1.3077 -3.8020 -0.1082
H -1.2072 -2.9348 -1.7887
H -0.0731 -1.8910 1.1742
H -0.1370 -0.7823 -0.4577
H 1.2835 -3.5047 -0.9979
H 2.1461 -2.4629 0.4399
H 2.8280 -1.8950 -2.3025
H 1.0833 -1.1753 -2.3339
H 3.2902 -0.4617 0.0121
H 1.6532 0.4435 -0.2109
H 4.5423 0.7492 -1.7141
H 3.2463 2.0588 -1.2307
H 3.7907 1.6451 -3.8871
H 2.6673 0.1332 -3.8486
H 1.6368 3.0472 -2.5980
H 1.7504 2.8608 -4.4833
H 0.4903 0.2921 -3.8451
H -0.3453 1.5386 -2.5618
H -0.9609 3.0835 -4.7412
H -0.1979 1.6452 -5.8249
H -1.5276 -0.7483 -3.1957
C 0.0456 5.5266 1.5018
C -1.2249 4.7042 1.2915
C -0.8583 3.5110 0.4106
S 0.8681 3.1722 0.7214
O 1.6148 3.4362 -0.4905
O 0.9856 1.9239 1.4484
C 1.1333 4.5226 1.8535
H -0.0807 6.2748 2.2898
H 0.3042 6.0512 0.5742
H -1.5931 4.3475 2.2611
H -2.0223 5.3004 0.8369
H -1.4525 2.6285 0.6610
H -0.9714 3.7475 -0.6510
H 2.1418 4.9210 1.7302
H 1.0012 4.1385 2.8694
C 0.7947 -3.5805 5.9638
C -0.5974 -3.7567 5.3590
C -0.5662 -3.1572 3.9541
S 1.1214 -3.3028 3.3861
O 1.6730 -1.9727 3.2353
O 1.1853 -4.2932 2.3299
C 1.7723 -4.0175 4.8831
H 0.9175 -4.1682 6.8783
H 0.9583 -2.5255 6.2141
H -0.8363 -4.8254 5.2988
H -1.3687 -3.2822 5.9737
H -1.2271 -3.6974 3.2715
H -0.8294 -2.0960 3.9658
H 2.7898 -3.6625 5.0551
H 1.7675 -5.1052 4.7642
*
```

=====

A cluster of 4 separate species, C22H45BNO11 in total. Source: the OMol25 dataset; level of theory: wB97M-V/def2-TZVPD.

Values from the calculation:
* HOMO energy: -4.11 eV
* F_max: 0.7 eV/Å
* calculated total energy: -48235.476 eV

```
! wB97M-V def2-TZVPD RIJCOSX def2/J DEFGRID3
* xyz -1 1
C 3.2039 1.1823 0.6452
C 3.1408 -0.3126 0.3397
C 2.1824 -0.6513 -0.8034
O 1.6106 -1.9253 -0.6071
C 0.2623 -2.0219 -1.1265
B -0.8389 -1.4583 -0.0932
O -1.1174 -2.3746 1.0616
C -2.4228 -2.1522 1.4682
N -3.1539 -3.4437 1.4270
C -2.9775 -1.1185 0.4534
C -4.4849 -1.1463 0.2073
C -5.0526 0.2792 0.1570
C -6.5044 0.3692 -0.3441
C -6.9645 1.8039 -0.3915
O -7.2612 2.4216 -1.3729
O -7.0781 2.4082 0.8397
O -2.2219 -1.3142 -0.6994
H 3.7423 1.3472 1.5890
H 3.7495 1.7481 -0.1168
H 2.2026 1.6112 0.7634
H 2.7767 -0.8650 1.2145
H 4.1538 -0.6607 0.1091
H 2.7204 -0.6347 -1.7685
H 1.3982 0.1143 -0.8546
H 0.1161 -3.0858 -1.3551
H 0.2134 -1.4818 -2.0872
H -0.4936 -0.3102 0.2948
H -2.4725 -1.7234 2.4903
H -4.0932 -3.2999 1.7919
H -2.6902 -4.0647 2.0852
H -2.7082 -0.1450 0.9192
H -5.0358 -1.6980 0.9762
H -4.6559 -1.6050 -0.7734
H -5.0080 0.6735 1.1834
H -4.4144 0.8965 -0.4871
H -6.6186 -0.0585 -1.3431
H -7.1729 -0.1472 0.3558
H -6.2845 2.2058 1.3544
O 5.1460 3.9286 0.8111
C 4.2866 4.7101 1.1140
O 3.0496 4.5046 0.6335
C 1.9061 5.2556 1.0468
C 1.7600 6.5498 0.2743
C 4.5697 5.9278 1.9653
H 1.9244 5.4192 2.1256
H 1.0669 4.5945 0.8389
H 2.6008 7.2226 0.4487
H 0.8441 7.0618 0.5707
H 1.7108 6.3410 -0.7940
H 4.9685 6.7078 1.3168
H 5.3337 5.6581 2.6896
H 3.7059 6.3211 2.4936
O 5.5783 0.6547 -2.0541
C 6.5565 0.9167 -1.4183
O 7.1002 -0.0540 -0.6450
C 8.3009 0.1382 0.0989
C 8.0397 0.7969 1.4382
C 7.1258 2.3167 -1.3745
H 9.0383 0.6869 -0.4899
H 8.6931 -0.8679 0.2442
H 7.6233 1.7974 1.3201
H 8.9669 0.8735 2.0086
H 7.3247 0.2050 2.0090
H 6.5357 2.8868 -0.6543
H 6.9900 2.7596 -2.3576
H 8.1758 2.3777 -1.1012
O -7.3697 -3.2391 -1.2673
C -6.7683 -4.2708 -1.4031
O -6.0137 -4.7082 -0.3881
C -5.3282 -5.9617 -0.3650
C -3.9794 -5.8659 -1.0452
C -6.7803 -5.0210 -2.7161
H -5.9599 -6.7541 -0.7746
H -5.1926 -6.1697 0.6952
H -4.0790 -5.6289 -2.1054
H -3.4452 -6.8132 -0.9540
H -3.3876 -5.0784 -0.5738
H -6.0416 -4.5602 -3.3712
H -7.7642 -4.8998 -3.1617
H -6.5595 -6.0822 -2.6309
*
```

=====

A structure of composition C22H45N2O2P3PtS in a non-equilibrium geometry. Source: the OMol25 dataset; level of theory: wB97M-V/def2-TZVPD.

Values from the calculation:
* HOMO energy (alpha / beta): -18.54 / -19.87 eV
* <S²>: 6.03
* F_max: 5.5 eV/Å
* energy relative to the best compared isomer or geometry (same formula, charge and spin): 0.0000 eV
* calculated total energy: -72522.419 eV

```
! wB97M-V def2-TZVPD RIJCOSX def2/J DEFGRID3
* xyz 4 5
P -0.1974 1.3457 -2.9478
C 0.1557 3.0250 -2.3627
H -0.0430 3.7328 -3.1800
H 1.2198 3.0416 -2.0994
H -0.4612 3.2591 -1.4858
C 1.1604 1.1175 -4.1450
H 0.8579 0.4417 -4.9516
H 2.0255 0.6893 -3.6188
H 1.4253 2.1069 -4.5471
C -1.6822 1.5686 -3.9821
H -1.4063 2.2028 -4.8361
H -2.4670 2.0469 -3.3818
H -2.0387 0.5908 -4.3298
P -2.6498 -1.8882 0.7619
C -3.1553 -0.6730 1.9987
H -4.0210 -1.0455 2.5651
H -3.4254 0.2670 1.5007
H -2.3190 -0.4881 2.6837
C -4.1490 -2.3097 -0.1783
H -3.9755 -3.1603 -0.8435
H -4.4450 -1.4451 -0.7850
H -4.9558 -2.5561 0.5245
C -2.1615 -3.4023 1.6418
H -3.0350 -3.8267 2.1562
H -1.3873 -3.1479 2.3711
H -1.7574 -4.1408 0.9415
P 2.7205 -1.6272 0.7598
C 3.5152 -1.0196 2.2722
H 4.2880 -1.7518 2.5362
H 2.7718 -0.9523 3.0751
H 3.9603 -0.0343 2.0951
C 2.8775 -3.4329 0.9309
H 3.8663 -3.6266 1.3658
H 2.7701 -3.9406 -0.0337
H 2.0939 -3.7947 1.6110
C 3.8431 -1.1057 -0.5718
H 4.7552 -1.7100 -0.4924
H 4.0725 -0.0401 -0.4567
H 3.3643 -1.2639 -1.5460
Pt -0.7677 -1.2451 -0.8056
C -1.3741 0.5398 -0.8346
O -1.9904 1.4647 -0.4563
C 0.3312 -0.5170 0.9433
O 0.1038 -0.9521 2.0749
C -0.0605 -3.3113 -1.2063
C 0.9835 -2.7330 -1.9798
C 0.6798 -1.9776 -3.1091
C -0.6338 -1.6925 -3.4513
C -1.6850 -2.1709 -2.6357
C -1.3985 -3.2113 -1.6998
H 0.1617 -3.9594 -0.3666
H 2.0139 -2.9993 -1.7692
H 1.4832 -1.6819 -3.7798
H -0.8668 -1.2083 -4.3930
H -2.7218 -1.9318 -2.8784
H -2.1854 -3.8399 -1.3049
C -0.2456 4.6273 1.9403
N 0.5505 3.5732 1.3028
C 1.7054 4.0328 0.5290
C 0.4796 2.3014 1.7298
S 1.2419 1.0367 0.7165
N 0.0094 1.9753 2.9577
C -1.3596 2.2633 3.3744
C 0.8392 1.2235 3.9029
H -0.0060 4.7094 3.0104
H -1.3154 4.4428 1.8117
H 0.0055 5.5661 1.4470
H 1.9422 5.0539 0.8538
H 2.5716 3.3894 0.7014
H 1.4776 4.0631 -0.5394
H -1.7225 1.4384 3.9989
H -1.4031 3.1883 3.9675
H -2.0169 2.3517 2.5005
H 0.5014 0.1868 3.9821
H 1.8809 1.2360 3.5617
H 0.7799 1.7149 4.8874
*
```

=====

A structure of composition C22H46AlCl40N2S in a non-equilibrium geometry. Source: the OMol25 dataset; level of theory: wB97M-V/def2-TZVPD.

Values from the calculation:
* HOMO energy: -4.47 eV
* F_max: 1.0 eV/Å
* calculated total energy: -544872.371 eV

```
! wB97M-V def2-TZVPD RIJCOSX def2/J DEFGRID3
* xyz -1 1
N 1.7059 -0.2047 1.5420
C 1.1992 -0.5681 0.1675
Al 2.6173 -1.4745 -0.9860
N 3.8164 -0.0056 -1.5524
C 3.1705 0.7991 -2.1230
S 2.1744 1.8239 -2.9143
H 2.4329 0.4859 1.3972
H 2.0883 -1.0319 1.9834
H 0.8405 0.3540 -0.3073
H 0.3117 -1.2070 0.2793
H 1.9453 -1.9914 -2.3436
H 3.3892 -2.6366 -0.2115
C 4.3087 -2.7225 3.9081
Cl 5.4582 -2.4181 2.6042
Cl 2.6359 -2.7783 3.3302
H 4.5478 -3.6757 4.3649
H 4.3954 -1.9256 4.6403
C 4.4019 0.9395 3.4793
Cl 4.3818 2.5596 2.7697
Cl 5.5766 0.8232 4.7980
H 3.4130 0.7098 3.8642
H 4.6763 0.2307 2.7050
C 5.9009 0.1505 8.7469
Cl 7.0611 0.4761 7.4549
Cl 4.2490 0.0475 8.1221
H 6.1539 -0.7892 9.2234
H 5.9535 0.9643 9.4608
C 0.1995 0.3831 7.0452
Cl -1.2086 -0.4394 7.7364
Cl 1.3808 -0.7605 6.4021
H -0.1207 1.0204 6.2069
H 0.6694 0.9785 7.8209
C -2.8491 -1.0441 1.4066
Cl -1.7515 -1.1105 2.7882
Cl -2.5781 -2.3933 0.2941
H -3.8682 -1.0955 1.7678
H -2.6842 -0.1151 0.8712
C -1.1527 3.9990 5.6291
Cl -2.5266 3.1533 6.3578
Cl 0.0569 2.8604 5.0211
H -1.5099 4.5991 4.8065
H -0.6903 4.6257 6.3835
C -1.0716 -1.4646 -4.1210
Cl -2.3014 -2.7167 -4.4290
Cl -0.7197 -1.3176 -2.4110
H -0.1600 -1.7357 -4.6441
H -1.4460 -0.5166 -4.4887
C 0.0926 5.3085 1.5210
Cl -1.0719 4.0168 1.2200
Cl 0.0355 5.8510 3.2078
H 1.0897 4.9396 1.3119
H -0.1419 6.1502 0.8803
C -5.0087 -0.2261 -4.4704
Cl -6.6944 0.0612 -3.9885
Cl -3.8734 0.6922 -3.4824
H -4.7898 -1.2813 -4.3564
H -4.8927 0.0708 -5.5065
C -3.8344 -5.9418 0.7684
Cl -3.1327 -7.5636 0.6495
Cl -5.1837 -5.7395 -0.3557
H -4.1945 -5.7909 1.7789
H -3.0693 -5.2116 0.5336
C 3.8973 5.8367 3.9673
Cl 3.5289 5.9979 2.2469
Cl 3.7547 7.3792 4.8235
H 3.1996 5.1303 4.4037
H 4.9109 5.4727 4.0717
C 0.3312 -8.9328 1.1228
Cl 1.8712 -8.1087 1.3791
Cl 0.1208 -10.2894 2.2418
H -0.4741 -8.2253 1.2793
H 0.3031 -9.3123 0.1082
C -0.1754 -4.4328 -6.9231
Cl -0.2799 -2.7908 -7.5758
Cl 1.1982 -4.6099 -5.8281
H -1.0865 -4.6420 -6.3728
H -0.0603 -5.1301 -7.7488
C -7.6195 -0.4802 -0.1321
Cl -6.0152 -0.1433 0.5243
Cl -8.9043 -0.3218 1.0720
H -7.8104 0.2224 -0.9332
H -7.6295 -1.4931 -0.5130
C -8.3678 1.8278 -6.5840
Cl -7.4293 2.1996 -8.0361
Cl -10.1005 1.7399 -6.9322
H -8.0415 0.8720 -6.1947
H -8.1983 2.6067 -5.8501
C 4.2894 4.7208 -3.0336
Cl 3.9023 4.8597 -1.3175
Cl 5.5207 5.9047 -3.5267
H 4.6653 3.7229 -3.2251
H 3.3894 4.8959 -3.6100
C 5.4844 7.4213 -7.2906
Cl 3.9329 7.8929 -7.9957
Cl 6.7101 8.6770 -7.5153
H 5.3481 7.2526 -6.2288
H 5.8244 6.5128 -7.7729
C -0.0145 -8.2525 -9.5548
Cl -0.8875 -6.7713 -9.1357
Cl -0.0458 -9.4264 -8.2366
H -0.4820 -8.6945 -10.4266
H 1.0162 -7.9962 -9.7693
C 6.6668 6.6948 7.2183
Cl 5.5519 5.3942 6.8000
Cl 6.6757 7.0219 8.9569
H 7.6660 6.4066 6.9140
H 6.3577 7.5940 6.6964
C -10.5419 -2.7681 -2.1148
Cl -10.5896 -2.8045 -0.3460
Cl -9.4276 -1.5270 -2.6944
H -10.2056 -3.7337 -2.4736
H -11.5342 -2.5515 -2.4924
*
```

=====

A structure of composition C22H46BrNO5PS in a non-equilibrium geometry. Source: the OMol25 dataset; level of theory: wB97M-V/def2-TZVPD.

Values from the calculation:
* HOMO energy: -2.34 eV
* F_max: 9.7 eV/Å
* calculated total energy: -125450.023 eV

```
! wB97M-V def2-TZVPD RIJCOSX def2/J DEFGRID3
* xyz -1 1
C 2.3373 3.2048 3.8395
C 1.4066 3.9795 2.8395
C 1.6111 3.4590 1.3618
C 2.6147 4.3296 0.5428
C 3.1817 3.5650 -0.7079
C 2.5756 4.0257 -2.0774
C 1.0619 3.6626 -2.1562
C 0.7265 2.3104 -2.8679
C 1.7166 1.1450 -2.5680
C 1.2724 0.4316 -1.2585
C 2.2975 -0.5824 -0.6881
C 1.7592 -1.6880 0.2754
C 0.2383 -1.7033 0.5531
C -0.5354 -2.9183 -0.1065
C -0.5378 -2.8908 -1.6695
C 0.8360 -3.3496 -2.3038
C -1.6300 -3.7790 -2.3652
C -2.5460 -2.8175 -3.2281
C -1.9304 -3.1489 0.5603
C -2.3863 -2.1349 1.6515
O -2.7622 -0.8933 1.0104
C -2.7314 0.3081 1.8458
C -3.1974 1.4951 0.9150
P -4.0402 -2.8171 2.3623
N -3.8546 -4.5237 2.7440
O -5.1681 -2.7164 1.1147
O -1.5310 -2.0484 2.8119
S 0.1230 -2.0264 2.3830
O 0.7908 -0.8799 3.0332
O 0.8520 -3.2568 2.6759
H 3.0431 2.5643 3.2705
H 1.7296 2.5612 4.5069
H 2.9316 3.9516 4.4051
H 1.5814 5.0747 2.8181
H 0.3328 3.8306 3.0812
H 2.0142 2.4209 1.3584
H 0.5962 3.3929 0.9161
H 2.2164 5.3355 0.2867
H 3.4920 4.5221 1.2067
H 4.2806 3.7280 -0.7283
H 3.0216 2.4720 -0.5888
H 3.1596 3.5157 -2.8797
H 2.7565 5.1124 -2.2409
H 0.5974 3.7498 -1.1523
H 0.5789 4.4641 -2.7660
H -0.2643 1.9898 -2.4649
H 0.5569 2.4798 -3.9530
H 2.7870 1.4236 -2.5851
H 1.5837 0.4015 -3.3934
H 0.2622 0.0080 -1.4480
H 1.1157 1.2212 -0.4821
H 3.0853 -0.0011 -0.1556
H 2.8296 -1.0428 -1.5549
H 2.2921 -1.5577 1.2418
H 2.1167 -2.6744 -0.0907
H -0.2961 -0.7456 0.4188
H 0.0958 -3.7942 0.1825
H -0.6701 -1.8342 -1.9933
H 1.6087 -2.5604 -2.2770
H 0.7118 -3.6205 -3.3758
H 1.2097 -4.2500 -1.7657
H -1.1927 -4.4764 -3.1130
H -2.2340 -4.4063 -1.6845
H -1.9715 -2.6013 -4.1595
H -3.4919 -3.3071 -3.5310
H -2.7009 -1.8424 -2.7272
H -1.9077 -4.1443 1.0575
H -2.7842 -3.2032 -0.1492
H -3.4520 0.2689 2.6838
H -1.6527 0.5744 2.2116
H -2.4537 1.5688 0.0838
H -4.1902 1.2878 0.4601
H -3.1518 2.4336 1.4964
H -4.0995 -5.0353 1.8856
H -2.8718 -4.7294 2.9428
H -4.7374 -2.3046 0.3434
Br -1.0148 0.0363 3.8796
*
```